A molecular structure, C30H78F6N4O14PTi in a non-equilibrium geometry, computed with the ωB97M-V functional and the def2-TZVPD basis.

Element x y z (Å)
Ti1 20.26 -3.43 13.87
P1 18.76 -4.35 16.16
F1 20.29 -3.96 16.13
F2 18.35 -2.90 15.47
F3 18.87 -4.94 14.71
F4 17.14 -4.74 16.15
F5 19.17 -5.82 16.75
F6 18.58 -3.75 17.64
C1 16.45 -11.53 17.05
O1 17.20 -10.94 16.02
C2 17.98 -9.87 16.47
C3 18.70 -9.18 15.32
N1 17.74 -8.84 14.24
C4 16.79 -7.77 14.64
C5 15.85 -7.38 13.44
O2 15.13 -8.60 13.13
C6 14.12 -8.41 12.10
H1 16.00 -10.70 17.59
H2 16.97 -12.24 17.70
H3 15.66 -12.13 16.60
H4 18.65 -10.18 17.26
H5 17.41 -9.08 16.96
H6 19.35 -9.97 14.95
H7 19.18 -8.28 15.70
H8 17.13 -9.63 14.13
H9 17.34 -6.88 14.94
H10 16.28 -8.18 15.50
H11 16.48 -7.13 12.58
H12 15.26 -6.51 13.71
H13 14.37 -7.93 11.15
H14 13.25 -7.81 12.33
H15 13.80 -9.42 11.82
C7 19.11 1.91 17.60
O3 20.20 0.97 17.80
C8 19.83 -0.48 17.72
C9 20.95 -1.40 18.09
N2 21.36 -1.08 19.46
C10 22.33 -2.13 19.83
C11 22.97 -1.87 21.24
O4 24.01 -0.90 21.19
C12 24.59 -0.64 22.42
H16 18.85 1.95 16.55
H17 19.56 2.82 18.00
H18 18.26 1.60 18.21
H19 19.60 -0.69 16.67
H20 18.95 -0.64 18.34
H21 21.76 -1.48 17.37
H22 20.49 -2.39 18.05
H23 21.82 -0.18 19.41
H24 23.15 -2.13 19.10
H25 21.89 -3.13 19.78
H26 23.50 -2.80 21.43
H27 22.25 -1.60 22.02
H28 23.86 -0.16 23.07
H29 25.32 0.15 22.22
H30 25.09 -1.53 22.81
C13 21.42 -6.39 13.70
O5 22.01 -5.07 13.63
C14 22.58 -4.80 12.32
C15 22.92 -3.30 12.18
N3 21.64 -2.55 12.26
C16 21.82 -1.09 12.39
C17 20.47 -0.45 12.42
O6 19.91 -0.74 13.72
C18 18.60 -0.12 13.88
H31 21.19 -6.53 14.76
H32 22.10 -7.20 13.43
H33 20.57 -6.45 13.03
H34 21.74 -5.05 11.67
H35 23.41 -5.47 12.13
H36 23.32 -3.13 11.18
H37 23.70 -2.93 12.84
H38 21.26 -2.61 11.33
H39 22.41 -0.73 11.55
H40 22.39 -0.89 13.30
H41 19.87 -0.76 11.56
H42 20.62 0.63 12.40
H43 17.85 -0.56 13.22
H44 18.69 0.95 13.72
H45 18.34 -0.23 14.93
C19 16.97 -3.83 23.90
O7 18.31 -4.27 23.81
C20 19.16 -3.57 22.96
C21 19.00 -3.81 21.42
N4 19.03 -5.28 21.26
C22 18.81 -5.71 19.95
C23 19.03 -7.25 19.77
O8 20.41 -7.51 20.14
C24 20.90 -8.77 19.67
H46 16.39 -4.42 24.60
H47 16.38 -3.91 22.98
H48 16.93 -2.81 24.29
H49 20.18 -3.82 23.23
H50 19.08 -2.52 23.25
H51 19.79 -3.45 20.76
H52 18.18 -3.29 20.93
H53 18.31 -5.60 21.89
H54 19.60 -5.29 19.33
H55 17.88 -5.32 19.54
H56 18.83 -7.49 18.73
H57 18.32 -7.82 20.37
H58 20.55 -9.65 20.20
H59 21.98 -8.83 19.80
H60 20.85 -8.90 18.59
C25 16.28 -1.58 19.92
C26 15.31 -2.73 19.85
O9 14.10 -2.42 20.53
O10 16.53 -1.15 21.28
H61 15.73 -0.75 19.47
H62 17.17 -1.74 19.30
H63 15.78 -3.57 20.35
H64 15.06 -2.90 18.80
H65 14.42 -1.75 21.14
H66 17.30 -0.58 21.29
C27 15.15 -1.52 15.82
C28 14.82 -2.55 14.77
O11 13.82 -1.96 13.99
O12 13.97 -1.28 16.61
H67 15.41 -0.56 15.38
H68 15.97 -1.83 16.46
H69 14.37 -3.44 15.23
H70 15.74 -2.81 14.25
H71 13.34 -1.41 14.61
H72 14.00 -0.36 16.88
C29 23.49 -5.19 16.70
C30 22.76 -5.31 18.07
O13 23.63 -5.27 19.18
O14 24.60 -6.19 16.61
H73 24.07 -4.27 16.65
H74 22.78 -5.26 15.88
H75 22.31 -6.31 18.10
H76 21.96 -4.60 18.24
H77 24.07 -6.12 19.08
H78 25.37 -5.96 17.13

Summary:
- Frontier orbital gap (alpha / beta): 5.4394 / 3.0291 eV
- Total charge: +1
- HOMO (alpha / beta): -0.27023 / -0.37356 Ha
- E_tot: -4251.806102 Eh
- Multiplicity: 5